--- one ---
Here is a gas-phase ion, C6H11N (charge +1) from the OMol25 dataset. Energies are from wB97M-V/def2-TZVPD.

ORCA input file:
```
! wB97M-V def2-TZVPD RIJCOSX def2/J DEFGRID3
* xyz 1 2
C 0.767 2.312 0.208
C 0.119 1.346 -0.791
N 0.991 -1.983 0.843
C 0.758 -0.674 0.710
C -0.136 -0.029 -0.131
C -1.312 -0.678 -0.624
C -2.064 -1.635 0.022
H 1.784 1.908 0.370
H 0.978 3.139 -0.420
H 0.379 2.728 1.122
H -0.812 1.681 -1.204
H 0.861 1.178 -1.574
H 0.614 -2.678 0.205
H 1.953 -2.126 1.126
H 1.546 -0.031 1.062
H -1.807 -0.374 -1.561
H -1.919 -1.734 1.127
H -2.698 -2.349 -0.490
*
```

Computed properties:
**LUMO level (alpha / beta)**: -4.5 / -6.6 eV
**⟨S²⟩**: 0.784
**M**: 97.2 u
**Gap between HOMO and LUMO (alpha / beta)**: 8.8 / 8.3 eV

--- two ---
Here is a gas-phase ion, C6H11N (charge +1) from the OMol25 dataset. Energies are from wB97M-V/def2-TZVPD.

ORCA input file:
```
! wB97M-V def2-TZVPD RIJCOSX def2/J DEFGRID3
* xyz 1 2
C -0.492 2.391 0.896
C -1.161 1.565 -0.271
N 1.302 -0.250 0.571
C 0.246 -0.673 -0.240
C -0.812 0.150 -0.512
C 1.370 -2.781 -0.899
C 0.256 -2.077 -0.669
H -0.455 3.441 0.605
H 0.500 1.996 1.071
H -1.219 2.401 1.690
H -2.190 1.546 0.134
H -1.381 2.142 -1.174
H 0.896 0.196 1.394
H 1.917 -0.995 0.853
H -1.728 -0.411 -0.701
H 1.333 -3.823 -1.188
H 2.347 -2.403 -0.620
H -0.730 -2.415 -0.940
*
```

Computed properties:
**LUMO level (alpha / beta)**: -4.4 / -7.4 eV
**⟨S²⟩**: 0.760
**M**: 97.2 u
**Gap between HOMO and LUMO (alpha / beta)**: 9.8 / 7.5 eV

--- three ---
Here is a gas-phase ion, C6H11N (charge +1) from the OMol25 dataset. Energies are from wB97M-V/def2-TZVPD.

ORCA input file:
```
! wB97M-V def2-TZVPD RIJCOSX def2/J DEFGRID3
* xyz 1 2
C 1.264 -1.841 0.575
C 1.110 -0.691 -0.421
N -0.118 2.604 0.827
C 0.497 1.763 -0.146
C 0.179 0.398 -0.092
C -1.244 0.111 -0.039
C -2.013 -0.806 -0.714
H 0.343 -2.330 0.982
H 1.853 -1.554 1.488
H 1.852 -2.692 0.037
H 0.772 -1.167 -1.393
H 1.988 -0.187 -0.702
H -1.097 2.329 1.166
H -0.314 3.470 0.450
H 1.144 2.307 -0.836
H -1.601 0.836 0.652
H -3.024 -1.045 -0.383
H -1.591 -1.504 -1.452
*
```

Computed properties:
**LUMO level (alpha / beta)**: -5.0 / -6.8 eV
**⟨S²⟩**: 0.778
**M**: 97.2 u
**Gap between HOMO and LUMO (alpha / beta)**: 8.5 / 8.1 eV

The computed energies, referenced to the most stable structure and given in hartree, are one 0.0000; two 0.0171; three 0.0362.

--- one ---
Here is 2 unconnected molecules or ions with the total composition C5H13NO3 from the OMol25 dataset. Energies are from wB97M-V/def2-TZVPD.

ORCA input file:
```
! wB97M-V def2-TZVPD RIJCOSX def2/J DEFGRID3
* xyz 0 1
C -1.225 0.667 0.060
C -1.644 0.262 -1.347
O -2.060 0.005 0.968
O -1.338 2.079 0.215
H -2.272 2.263 0.376
H -1.589 0.042 1.821
H 0.080 -2.137 -0.810
H -1.039 0.781 -2.088
H -1.567 -0.813 -1.499
H -2.687 0.550 -1.489
C 1.880 -1.589 0.712
C 1.275 1.159 -0.381
N 0.503 -1.076 0.586
C 0.268 0.377 0.442
O 0.448 0.367 1.786
H -0.232 -1.872 0.082
H 1.822 -2.656 0.919
H 2.470 -1.418 -0.187
H 2.346 -1.086 1.553
H 1.008 2.213 -0.337
H 1.279 0.837 -1.423
H 2.273 1.043 0.038
*
```

Computed properties:
**LUMO level (alpha / beta)**: -0.5 / -0.7 eV
**M**: 135.2 u
**Gap between HOMO and LUMO (alpha / beta)**: 8.7 / 8.8 eV

--- two ---
Here is 2 unconnected molecules or ions with the total composition C5H13NO3 from the OMol25 dataset. Energies are from wB97M-V/def2-TZVPD.

ORCA input file:
```
! wB97M-V def2-TZVPD RIJCOSX def2/J DEFGRID3
* xyz 0 1
C -0.958 -1.258 -0.018
C 0.430 1.536 -1.025
C -2.269 -0.618 0.181
C -0.382 -1.527 -1.349
O 0.023 0.730 0.064
H -0.646 -1.934 0.759
H 1.172 1.037 -1.652
H -0.460 1.775 -1.612
H 0.852 2.482 -0.663
H 0.706 -1.562 -1.281
H -0.723 -2.529 -1.648
H -2.324 -0.183 1.177
H -3.026 -1.416 0.128
H -2.493 0.136 -0.572
H -0.689 -0.807 -2.105
C 1.069 0.269 1.110
N 1.565 1.387 1.863
O 2.135 -0.183 0.238
O 0.461 -0.623 1.793
H 2.785 -0.570 0.836
H 0.853 1.723 2.498
H 1.918 2.135 1.279
*
```

Computed properties:
**LUMO level**: -0.2 eV
**M**: 135.2 u
**Gap between HOMO and LUMO**: 8.6 eV

The computed energies, referenced to the most stable structure and given in hartree, are one 0.0794; two 0.0000.

--- one ---
Here is a single C5H7FO molecule from the OMol25 dataset. Energies are from wB97M-V/def2-TZVPD.

ORCA input file:
```
! wB97M-V def2-TZVPD RIJCOSX def2/J DEFGRID3
* xyz 0 1
C 0.996 0.966 -0.470
C -0.249 1.548 -0.306
C 1.407 -0.111 0.277
C -1.180 -0.254 0.731
C -0.843 -1.248 -0.267
O -1.150 1.051 0.539
F 2.737 -0.412 0.228
H 1.669 1.374 -1.205
H -0.515 2.500 -0.733
H 0.990 -0.408 1.229
H -1.736 -0.532 1.613
H -1.333 -2.191 -0.060
H 0.281 -1.399 -0.306
H -1.072 -0.883 -1.270
*
```

Computed properties:
**LUMO level (alpha / beta)**: 0.4 / 0.7 eV
**M**: 102.1 u
**Gap between HOMO and LUMO (alpha / beta)**: 7.6 / 7.9 eV

--- two ---
Here is a single C5H7FO molecule from the OMol25 dataset. Energies are from wB97M-V/def2-TZVPD.

ORCA input file:
```
! wB97M-V def2-TZVPD RIJCOSX def2/J DEFGRID3
* xyz 0 1
C -0.577 0.519 0.361
C 0.801 0.789 0.918
C 1.614 -0.138 -0.083
C -0.415 -0.978 0.184
C -1.784 -0.365 0.260
H 1.092 1.829 0.837
H 0.926 0.443 1.930
H 2.091 0.443 -0.902
H 2.391 -0.735 0.430
H -0.225 -1.498 1.106
H -2.419 -0.091 -0.587
H -2.334 -0.708 1.156
O 0.658 -1.076 -0.696
F -0.513 1.108 -0.915
*
```

Computed properties:
**SMILES string**: F[C@]12CCO[C@@H]1C2
**LUMO level**: 1.0 eV
**M**: 102.1 u
**Gap between HOMO and LUMO**: 10.0 eV

The computed energies, referenced to the most stable structure and given in hartree, are one 0.0080; two 0.0000.

--- one ---
Here is a single C5H7Cl molecule from the OMol25 dataset. Energies are from wB97M-V/def2-TZVPD.

ORCA input file:
```
! wB97M-V def2-TZVPD RIJCOSX def2/J DEFGRID3
* xyz 0 1
C -1.437 1.602 -0.648
C -1.961 2.763 -1.448
C -1.239 0.212 -0.960
C 0.834 0.075 0.298
C -0.477 -0.610 -0.114
Cl -2.625 2.304 -2.924
H -0.998 1.706 0.381
H -1.584 -0.195 -1.873
H 1.502 0.314 -0.608
H 1.418 -0.417 1.070
H 0.698 1.126 0.644
H -1.074 -0.909 0.743
H -0.145 -1.504 -0.562
*
```

Computed properties:
**LUMO level (alpha / beta)**: -1.1 / -1.1 eV
**M**: 102.6 u
**Gap between HOMO and LUMO (alpha / beta)**: 7.3 / 7.3 eV

--- two ---
Here is a single C5H7Cl molecule from the OMol25 dataset. Energies are from wB97M-V/def2-TZVPD.

ORCA input file:
```
! wB97M-V def2-TZVPD RIJCOSX def2/J DEFGRID3
* xyz 0 1
C -1.062 -0.211 0.438
C -2.087 0.556 0.207
C 0.393 -0.282 0.561
C -0.435 -1.536 0.626
C 1.163 0.210 -0.708
Cl -0.714 -2.456 2.167
H -3.093 0.275 0.134
H -1.897 1.585 0.139
H 0.853 0.014 1.475
H -0.520 -2.243 -0.313
H 1.765 -0.528 -1.126
H 1.995 0.973 -0.446
H 0.495 0.687 -1.436
*
```

Computed properties:
**SMILES string**: C=C1[C@H](C)[C@H]1Cl
**LUMO level**: 0.9 eV
**M**: 102.6 u
**Gap between HOMO and LUMO**: 10.9 eV

--- three ---
Here is a single C5H7Cl molecule from the OMol25 dataset. Energies are from wB97M-V/def2-TZVPD.

ORCA input file:
```
! wB97M-V def2-TZVPD RIJCOSX def2/J DEFGRID3
* xyz 0 1
C -0.564 1.502 -0.618
C 2.082 -0.098 -0.504
C -0.402 0.140 -0.038
C 0.893 -0.578 -0.116
C -1.483 -0.585 0.706
Cl 0.851 -2.251 0.591
H -1.559 1.975 -0.636
H 0.051 2.000 -1.284
H 3.009 -0.700 -0.491
H 2.343 0.927 -0.650
H -2.477 0.057 0.792
H -1.089 -0.732 1.785
H -1.655 -1.658 0.462
*
```

Computed properties:
**SMILES string**: C=C(C)C(=C)Cl
**LUMO level**: 0.0 eV
**M**: 102.6 u
**Gap between HOMO and LUMO**: 8.7 eV

--- four ---
Here is 2 unconnected molecules or ions with the total composition C5H7Cl from the OMol25 dataset. Energies are from wB97M-V/def2-TZVPD.

ORCA input file:
```
! wB97M-V def2-TZVPD RIJCOSX def2/J DEFGRID3
* xyz 0 1
C -0.663 0.657 0.498
C -0.742 -0.852 0.324
C 0.459 0.058 -0.218
C -1.778 0.022 -0.267
C 1.935 0.069 0.123
Cl -3.511 -0.063 -0.071
H -0.914 1.360 1.349
H -0.570 -1.537 1.122
H 0.426 0.158 -1.259
H -1.601 -0.076 -2.248
H 2.311 0.925 0.620
H 2.442 0.061 -0.798
H 2.204 -0.781 0.827
*
```

Computed properties:
**LUMO level**: 0.2 eV
**M**: 102.6 u
**Gap between HOMO and LUMO**: 8.7 eV

The computed energies, referenced to the most stable structure and given in hartree, are one 0.0789; two 0.0030; three 0.0000; four 0.1458.